[1]
This record from the OMol25 dataset describes a cluster of 11 separate species, C30H43Cl12F15N2O12 in total. The level of theory is ωB97M-V with the def2-TZVPD basis set.

Properties
maximum force	4.85	eV/Å
E_HOMO	-9.2	eV
HOMO-LUMO gap	9.440	eV
relative energy (zero: lowest compared OMol25 entry of this formula, charge and spin)	3.710	eV
net charge	0
electronic energy	-9201.55364	Ha
SMILES	CCOC(=O)C(F)(F)F.CCOC(=O)C(F)(F)F.CCOC(=O)C(F)(F)F.CCOC(=O)C(F)(F)F.CCOC(=O)C(F)(F)F.ClC(Cl)Cl.ClC(Cl)Cl.ClC(Cl)Cl.ClC(Cl)Cl.CN(C)C=O.CN(C)C=O

Last columns: bonded neighbours and bond lengths (Å).
Element x y z (Å)
1 Cl 3.14 4.72 3.01  C65 1.827
2 Cl -5.47 -3.25 2.56  C52 1.770
3 Cl -4.34 -5.55 -2.29  C50 1.738
4 Cl -2.85 -4.35 3.19  C52 1.770
5 Cl -1.71 -5.95 -1.32  C50 1.729
6 Cl 2.25 -7.32 1.15  C69 1.787
7 Cl -3.12 -8.23 -2.44  C50 1.799
8 Cl 5.11 3.71 4.77  C65 1.729
9 Cl 2.51 4.61 5.95  C65 1.781
10 Cl 1.90 -9.34 -1.02  C69 1.820
11 Cl -5.37 -5.36 4.65  C52 1.862
12 Cl 3.70 -7.07 -1.29  C69 1.753
13 F 6.91 1.63 -4.96  C61 1.339
14 F -1.97 -0.28 -0.20  C56 1.301
15 F 5.54 -2.48 8.44  C55 1.326
16 F 5.41 2.69 -6.19  C61 1.391
17 F -9.19 -0.64 4.29  C71 1.325
18 F 5.95 -0.42 8.66  C55 1.329
19 F 5.83 -1.23 6.67  C55 1.365
20 F -7.70 -0.52 5.87  C71 1.342
21 F -1.22 0.53 -2.05  C56 1.343
22 F -0.84 6.81 -3.30  C64 1.366
23 F -9.38 0.88 5.76  C71 1.308
24 F 5.31 2.81 -3.94  C61 1.359
25 F -0.24 4.84 -3.81  C64 1.308
26 F -2.37 5.29 -3.91  C64 1.330
27 F -2.11 -1.50 -2.01  C56 1.353
28 O -0.03 6.50 -6.12  C66 1.237
29 O -7.91 1.03 2.88  C57 1.329, C58 1.418
30 O 0.71 -1.54 -1.88  C60 1.226
31 O 0.26 -1.30 0.34  C45 1.487, C60 1.367
32 O -1.22 2.04 4.10  C70 1.241
33 O -2.15 -3.69 -6.94  C53 1.254
34 O -2.26 6.03 -6.28  C49 1.461, C66 1.340
35 O 5.23 -0.36 -4.79  C44 1.413, C47 1.324
36 O 8.49 -1.09 7.26  C62 1.233
37 O -7.29 2.24 4.66  C57 1.240
38 O 8.08 -2.88 8.69  C42 1.465, C62 1.359
39 O 3.41 0.96 -5.05  C47 1.234
40 N -2.33 4.01 4.26  C46 1.482, C68 1.471, C70 1.340
41 N -2.27 -1.38 -6.86  C53 1.377, C59 1.388, C63 1.498
42 C 9.47 -3.31 8.80  O38 1.465, C51 1.565, H92 1.090, H100 1.090
43 C -1.95 7.85 -7.96  C49 1.547, H79 1.090, H101 1.090, H107 1.090
44 C 4.45 -1.54 -4.89  O35 1.413, C67 1.536, H80 1.090, H93 1.090
45 C 1.43 -2.07 0.83  O31 1.487, C54 1.526, H84 1.090, H109 1.090
46 C -2.83 5.11 5.13  N40 1.482, H88 1.090, H91 1.090, H94 1.090
47 C 4.62 0.81 -4.89  O35 1.324, O39 1.234, C61 1.561
48 C -7.36 1.09 0.57  C58 1.488, H73 1.090, H98 1.090, H110 1.090
49 C -2.33 6.37 -7.70  O34 1.461, C43 1.547, H89 1.090, H97 1.090
50 C -2.87 -6.45 -2.50  Cl3 1.738, Cl5 1.729, Cl7 1.799, H87 1.090
51 C 9.60 -4.59 9.69  C42 1.565, H104 1.090, H111 1.090, H114 1.090
52 C -4.59 -4.69 3.10  Cl2 1.770, Cl4 1.770, Cl11 1.862, H78 1.090
53 C -1.59 -2.57 -6.84  O33 1.254, N41 1.377, H72 1.101
54 C 1.58 -1.80 2.32  C45 1.526, H85 1.090, H90 1.090, H96 1.090
55 C 6.26 -1.49 7.94  F15 1.326, F18 1.329, F19 1.365, C62 1.516
56 C -1.39 -0.59 -1.32  F14 1.301, F21 1.343, F27 1.353, C60 1.509
57 C -7.81 1.22 4.19  O29 1.329, O37 1.240, C71 1.527
58 C -7.05 1.64 1.93  O29 1.418, C48 1.488, H103 1.090, H105 1.090
59 C -3.66 -1.35 -6.93  N41 1.388, H83 1.090, H108 1.090, H112 1.090
60 C -0.06 -1.21 -0.98  O30 1.226, O31 1.367, C56 1.509
61 C 5.63 2.00 -4.99  F13 1.339, F16 1.391, F24 1.359, C47 1.561
62 C 7.74 -1.80 7.93  O36 1.233, O38 1.359, C55 1.516
63 C -1.56 -0.07 -6.76  N41 1.498, H76 1.090, H77 1.090, H106 1.090
64 C -1.13 5.75 -4.11  F22 1.366, F25 1.308, F26 1.330, C66 1.553
65 C 3.40 3.85 4.60  Cl1 1.827, Cl8 1.729, Cl9 1.781, H95 1.090
66 C -1.11 6.17 -5.61  O28 1.237, O34 1.340, C64 1.553
67 C 5.38 -2.75 -5.07  C44 1.536, H75 1.090, H81 1.090, H102 1.090
68 C -2.20 4.31 2.83  N40 1.471, H74 1.090, H82 1.090, H99 1.090
69 C 3.06 -8.24 -0.15  Cl6 1.787, Cl10 1.820, Cl12 1.753, H86 1.090
70 C -1.88 2.85 4.77  O32 1.241, N40 1.340, H113 1.101
71 C -8.51 0.19 5.07  F17 1.325, F20 1.342, F23 1.308, C57 1.527
72 H -0.50 -2.43 -6.75  C53 1.101
73 H -8.41 1.30 0.42  C48 1.090
74 H -2.19 3.46 2.15  C68 1.090
75 H 5.79 -2.87 -6.07  C67 1.090
76 H -1.74 0.52 -7.66  C63 1.090
77 H -1.90 0.53 -5.92  C63 1.090
78 H -4.59 -5.53 2.40  C52 1.090
79 H -0.96 8.18 -7.67  C43 1.090
80 H 3.79 -1.45 -5.75  C44 1.090
81 H 6.19 -2.68 -4.34  C67 1.090
82 H -3.08 4.84 2.47  C68 1.090
83 H -4.25 -1.02 -6.07  C59 1.090
84 H 1.16 -3.12 0.66  C45 1.090
85 H 1.69 -0.75 2.59  C54 1.090
86 H 3.91 -8.79 0.25  C69 1.090
87 H -2.41 -6.22 -3.47  C50 1.090
88 H -3.79 5.49 4.78  C46 1.090
89 H -1.67 5.65 -8.19  C49 1.090
90 H 0.77 -2.25 2.90  C54 1.090
91 H -2.08 5.90 5.11  C46 1.090
92 H 9.96 -2.48 9.32  C42 1.090
93 H 3.77 -1.55 -4.05  C44 1.090
94 H -3.04 4.83 6.16  C46 1.090
95 H 2.97 2.88 4.37  C65 1.090
96 H 2.50 -2.28 2.66  C54 1.090
97 H -3.31 6.19 -8.13  C49 1.090
98 H -6.67 1.47 -0.19  C48 1.090
99 H -1.36 5.00 2.72  C68 1.090
100 H 9.92 -3.39 7.81  C42 1.090
101 H -2.57 8.46 -7.30  C43 1.090
102 H 4.73 -3.59 -4.85  C67 1.090
103 H -7.27 2.70 1.96  C58 1.090
104 H 9.63 -4.37 10.75  C51 1.090
105 H -5.98 1.48 2.11  C58 1.090
106 H -0.50 -0.22 -6.55  C63 1.090
107 H -2.14 8.24 -8.96  C43 1.090
108 H -3.85 -0.62 -7.71  C59 1.090
109 H 2.36 -1.78 0.33  C45 1.090
110 H -7.22 0.02 0.66  C48 1.090
111 H 8.82 -5.33 9.48  C51 1.090
112 H -4.10 -2.30 -7.23  C59 1.090
113 H -2.03 2.73 5.86  C70 1.101
114 H 10.51 -5.13 9.42  C51 1.090

***

[2]
This record from the OMol25 dataset describes a cluster of 16 separate species, C42H88ClN6O10 in total. The level of theory is ωB97M-V with the def2-TZVPD basis set.

Properties
maximum force	8.83	eV/Å
E_HOMO	-11.9	eV
HOMO-LUMO gap	0.682	eV
net charge	+5
electronic energy	-3190.29631	Ha

Last columns: bonded neighbours and bond lengths (Å).
Element x y z (Å)
1 Cl -31.38 3.83 2.04  O3 1.465, O6 1.437, O9 1.471, O11 1.435
2 O -33.45 -2.54 4.83  N15 1.206
3 O -30.81 2.50 2.25  Cl1 1.465
4 O -13.04 2.95 1.57  C51 1.168
5 O -29.85 -10.59 -6.41  N14 1.236
6 O -32.81 3.72 2.00  Cl1 1.437
7 O -26.77 6.09 1.35  C27 1.154
8 O -29.08 -2.04 11.30  N16 1.118
9 O -30.91 4.68 3.15  Cl1 1.471
10 O -36.51 3.79 2.43  N13 1.254, C50 1.618
11 O -30.96 4.40 0.80  Cl1 1.435
12 N -28.57 5.18 0.39  C21 1.525, C27 1.459, H129 1.001, H138 1.038
13 N -35.88 4.55 1.66  O10 1.254, C33 1.345, C50 1.543
14 N -29.83 -11.82 -6.49  O5 1.236, C54 1.447, C56 1.523
15 N -32.80 -3.24 4.10  O2 1.206, C34 1.472, C39 1.562
16 N -29.48 -1.66 12.27  O8 1.118, C32 1.213
17 N -13.90 4.58 3.11  C24 1.539, C51 1.639, H77 1.033, H97 1.037
18 C -34.81 -4.74 3.83  C39 1.552, H62 1.089, H68 1.122, H99 1.073
19 C -30.50 -2.72 4.68  C34 1.569, H69 1.129, H94 1.088, H145 1.107
20 C -20.81 -3.85 7.04  C41 1.394, C53 1.404, H143 1.035
21 C -29.07 6.36 -0.43  N12 1.525, H115 1.082, H126 1.101, H146 1.104
22 C -30.09 0.16 13.59  C32 1.414, H85 1.100, H113 1.041, H116 1.042
23 C -30.71 -13.90 -5.15  C54 1.660, H120 1.077, H123 1.025, H142 1.081
24 C -15.19 4.89 2.34  N17 1.539, H90 1.062, H130 1.065, H147 1.098
25 C -18.32 -3.26 -5.86  C49 1.276, H96 1.142, H121 1.155
26 C -31.88 -1.27 3.04  C34 1.551, H110 1.066, H122 1.078, H131 1.090
27 C -27.13 5.33 0.57  O7 1.154, N12 1.459, C58 1.524
28 C -43.48 -2.84 3.20  C29 1.350, C43 1.514, H81 1.036
29 C -43.42 -1.52 2.91  C28 1.350, H76 1.125, H98 1.095
30 C -35.25 2.39 0.78  C50 1.415, H89 1.065, H93 1.117, H112 1.076
31 C -34.19 6.32 0.85  C33 1.569, H72 1.181, H88 1.069, H102 1.126
32 C -30.21 -1.17 13.11  N16 1.213, C22 1.414, C52 1.464
33 C -35.02 5.55 1.94  N13 1.345, C31 1.569, C45 1.469
34 C -31.55 -2.71 3.51  N15 1.472, C19 1.569, C26 1.551, C44 1.585
35 C -18.93 -1.50 -7.59  C49 1.288, H79 1.104, H114 1.072
36 C -32.02 -11.68 -5.48  C54 1.313, H111 1.072, H124 1.062
37 C -31.21 -5.05 2.40  C44 1.534, C48 1.530, H106 1.094, H141 1.140
38 C -23.05 -2.97 7.83  C42 1.577, C53 1.428, C57 1.393
39 C -33.26 -4.72 3.89  N15 1.562, C18 1.552, C47 1.623, C48 1.631
40 C -37.74 3.11 0.35  C50 1.515, H63 1.148, H67 1.152, H117 1.097
41 C -20.01 -4.25 5.98  C20 1.394, H64 1.155, H95 1.027
42 C -22.76 -3.78 9.15  C38 1.577, H87 1.079, H136 1.108, H139 1.133
43 C -44.70 -3.70 3.41  C28 1.514, H66 1.201, H80 1.135, H144 1.219
44 C -31.07 -3.53 2.25  C34 1.585, C37 1.534, H60 1.174, H91 1.111
45 C -34.96 6.11 3.29  C33 1.469, H75 1.102, H104 1.112, H140 1.145
46 C -29.21 -13.54 -8.08  C56 1.349, H86 1.095, H105 1.106
47 C -32.78 -5.46 5.25  C39 1.623, H92 1.094, H128 1.083, H135 1.099
48 C -32.70 -5.39 2.52  C37 1.530, C39 1.631, H61 1.127, H100 1.119
49 C -18.74 -2.32 -6.61  C25 1.276, C35 1.288
50 C -36.34 3.29 0.90  O10 1.618, N13 1.543, C30 1.415, C40 1.515
51 C -12.72 3.66 2.43  O4 1.168, N17 1.639, C55 1.412
52 C -31.45 -1.92 13.24  C32 1.464, H65 1.164, H118 1.117, H132 1.091
53 C -22.12 -3.38 6.82  C20 1.404, C38 1.428, H134 1.047
54 C -30.92 -12.36 -5.72  N14 1.447, C23 1.660, C36 1.313
55 C -11.53 3.90 3.15  C51 1.412, H107 1.068, H119 1.088, H137 1.085
56 C -28.88 -12.34 -7.57  N14 1.523, C46 1.349, C59 1.525
57 C -24.17 -2.15 7.67  C38 1.393, H71 1.090, H127 1.175, H133 1.073
58 C -26.26 4.31 -0.16  C27 1.524, H70 1.091, H83 1.115, H109 1.112
59 C -27.67 -11.52 -8.02  C56 1.525, H74 1.108, H78 1.060, H101 1.071
60 H -29.98 -3.20 1.94  C44 1.174
61 H -33.35 -4.88 1.74  C48 1.127
62 H -35.12 -5.78 3.77  C18 1.089
63 H -38.34 2.36 0.98  C40 1.148
64 H -19.08 -4.94 6.04  C41 1.155
65 H -31.83 -1.90 14.34  C52 1.164
66 H -45.60 -2.97 3.11  C43 1.201
67 H -38.31 4.10 0.43  C40 1.152
68 H -35.34 -4.17 4.64  C18 1.122
69 H -29.52 -2.47 4.19  C19 1.129
70 H -25.59 3.93 0.61  C58 1.091
71 H -24.62 -2.07 6.68  C57 1.090
72 H -34.18 7.50 0.70  C31 1.181
73 H -24.85 -17.33 5.75  no bonds
74 H -26.94 -11.32 -7.22  C59 1.108
75 H -35.36 5.38 4.02  C45 1.102
76 H -42.39 -1.12 3.15  C29 1.125
77 H -14.06 4.02 3.96  N17 1.033
78 H -28.10 -10.60 -8.33  C59 1.060
79 H -19.40 -0.50 -7.53  C35 1.104
80 H -44.81 -3.87 4.53  C43 1.135
81 H -42.59 -3.24 3.56  C28 1.036
82 H -23.59 -16.14 12.92  no bonds
83 H -25.64 4.89 -0.88  C58 1.115
84 H -37.21 -3.13 4.66  no bonds
85 H -31.07 0.58 13.83  C22 1.100
86 H -28.59 -14.06 -8.83  C46 1.095
87 H -22.09 -3.04 9.55  C42 1.079
88 H -34.39 5.99 -0.14  C31 1.069
89 H -35.36 1.92 -0.16  C30 1.065
90 H -15.67 3.95 2.20  C24 1.062
91 H -31.73 -3.28 1.39  C44 1.111
92 H -33.17 -4.91 6.11  C47 1.094
93 H -35.57 1.51 1.39  C30 1.117
94 H -30.83 -1.98 5.40  C19 1.088
95 H -20.22 -3.87 5.05  C41 1.027
96 H -17.40 -3.25 -5.19  C25 1.142
97 H -13.37 5.42 3.41  N17 1.037
98 H -44.25 -1.05 2.39  C29 1.095
99 H -35.04 -4.38 2.84  C18 1.073
100 H -33.09 -6.43 2.58  C48 1.119
101 H -27.22 -11.86 -8.93  C59 1.071
102 H -33.11 6.03 0.77  C31 1.126
103 H -21.90 -7.87 -10.05  no bonds
104 H -35.55 7.03 3.46  C45 1.112
105 H -30.03 -13.98 -7.50  C46 1.106
106 H -30.72 -5.66 1.63  C37 1.094
107 H -11.01 4.70 2.67  C55 1.068
108 H -15.07 -3.85 5.67  no bonds
109 H -26.73 3.56 -0.84  C58 1.112
110 H -32.22 -0.66 3.85  C26 1.066
111 H -32.19 -10.68 -5.84  C36 1.072
112 H -34.29 2.87 0.90  C30 1.076
113 H -29.59 0.22 14.50  C22 1.041
114 H -18.66 -1.85 -8.56  C35 1.072
115 H -28.51 6.30 -1.36  C21 1.082
116 H -29.50 0.67 12.90  C22 1.042
117 H -37.61 2.65 -0.65  C40 1.097
118 H -31.56 -3.02 13.04  C52 1.117
119 H -10.90 3.04 2.91  C55 1.088
120 H -31.19 -14.17 -4.23  C23 1.077
121 H -18.81 -4.31 -5.77  C25 1.155
122 H -32.60 -1.13 2.25  C26 1.078
123 H -29.69 -13.97 -5.11  C23 1.025
124 H -32.70 -12.30 -4.96  C36 1.062
125 H -26.85 6.52 9.32  no bonds
126 H -28.82 7.30 0.08  C21 1.101
127 H -23.60 -1.13 7.71  C57 1.175
128 H -31.71 -5.50 5.42  C47 1.083
129 H -28.95 4.35 -0.03  N12 1.001
130 H -14.92 5.26 1.38  C24 1.065
131 H -30.99 -0.75 2.68  C26 1.090
132 H -32.24 -1.32 12.78  C52 1.091
133 H -24.89 -2.23 8.46  C57 1.073
134 H -22.15 -3.03 5.84  C53 1.047
135 H -33.21 -6.46 5.11  C47 1.099
136 H -23.58 -3.81 9.89  C42 1.108
137 H -11.64 4.07 4.21  C55 1.085
138 H -28.99 5.21 1.34  N12 1.038
139 H -22.17 -4.74 9.02  C42 1.133
140 H -33.95 6.65 3.30  C45 1.145
141 H -30.66 -5.39 3.34  C37 1.140
142 H -31.15 -14.61 -5.84  C23 1.081
143 H -20.51 -4.31 7.91  C20 1.035
144 H -44.84 -4.74 2.79  C43 1.219
145 H -30.48 -3.72 5.15  C19 1.107
146 H -30.15 6.16 -0.54  C21 1.104
147 H -15.78 5.59 2.95  C24 1.098

***

[3]
This record from the OMol25 dataset describes an isolated molecule of C4H8N2OS. The level of theory is ωB97M-V with the def2-TZVPD basis set.

Properties
maximum force	7.76	eV/Å
E_HOMO	-8.2	eV
HOMO-LUMO gap	8.704	eV
relative energy (zero: lowest compared OMol25 entry of this formula, charge and spin)	4.844	eV
net charge	0
electronic energy	-739.98401	Ha
SMILES	NN(C=S)/C=C\CO

Last columns: bonded neighbours and bond lengths (Å).
Element x y z (Å)
1 S -0.64 2.33 1.96  C8 1.672
2 O 0.20 1.24 -1.34  C5 1.575, H10 0.912
3 N 1.01 -0.06 1.96  N4 1.365, H11 1.161, H14 1.056
4 N 0.05 0.03 0.99  N3 1.365, C7 1.432, C8 1.323
5 C -0.14 -0.15 -2.01  O2 1.575, C6 1.465, H13 1.231, H16 1.256
6 C -0.21 -1.22 -1.01  C5 1.465, C7 1.245, H12 1.135
7 C -0.11 -1.17 0.23  N4 1.432, C6 1.245, H9 1.152
8 C -0.77 1.06 0.89  S1 1.672, N4 1.323, H15 1.209
9 H -0.15 -2.05 0.98  C7 1.152
10 H 1.09 1.21 -1.16  O2 0.912
11 H 0.29 0.02 2.87  N3 1.161
12 H -0.14 -2.27 -1.42  C6 1.135
13 H -1.17 -0.01 -2.67  C5 1.231
14 H 1.62 0.80 2.03  N3 1.056
15 H -1.79 0.87 0.27  C8 1.209
16 H 0.87 -0.64 -2.57  C5 1.256